i) Here is the ion C3H7INS with charge +1 from the Open Molecules 2025 dataset. Energies are from ωB97M-V/def2-TZVPD.

```
! wB97M-V def2-TZVPD RIJCOSX def2/J DEFGRID3
* xyz 1 1
I -1.7577 -2.3069 1.9469
C -0.0404 -1.0432 1.5950
N 0.2041 -1.0441 0.1247
C -0.6534 0.0908 -0.4178
C -0.0875 1.3175 0.2647
S -0.2917 1.0543 2.0498
H 0.7310 -1.2091 2.3441
H -0.1720 -1.9494 -0.2341
H 1.2800 -0.7505 -0.0870
H -1.7329 -0.0718 -0.0288
H -0.6285 0.0739 -1.5774
H 1.0172 1.6125 -0.0593
H -0.8421 2.1650 0.1153
*
```

Summary:
* structure (SMILES): I[C@H]1[NH2+]CCS1
* E_HOMO: -13.5 eV
* lowest unoccupied orbital energy: -4.4 eV
* Kohn-Sham gap: 9.09 eV

Atomic charges from the natural (NBO) analysis, expressed in e, are listed below: 0.251 -0.295 -0.612 -0.254 -0.611 0.248 0.261 0.475 0.474 0.262 0.262 0.249 0.291

=====

ii) Here is a structure of composition C3H7INS from the Open Molecules 2025 dataset. Energies are from ωB97M-V/def2-TZVPD.

```
! wB97M-V def2-TZVPD RIJCOSX def2/J DEFGRID3
* xyz 1 1
C 2.1077 0.3733 0.3523
C -3.2019 -0.2806 -0.4571
C -2.1498 0.4002 -0.1136
N 2.9831 -0.2476 1.1954
S -1.6676 2.0801 -0.7880
I -0.7150 -0.3614 1.1953
H 2.2380 1.4223 0.2199
H 1.6965 -0.1564 -0.4866
H -3.0775 -1.3238 -0.0333
H -3.8562 0.1144 -1.2598
H 2.8835 -1.2248 1.2617
H 3.4176 0.1458 1.9871
H -2.8616 2.1281 -1.3998
*
```

Summary:
* E_HOMO: -12.5 eV
* lowest unoccupied orbital energy: -5.8 eV
* Kohn-Sham gap: 6.65 eV

Atomic charges from the natural (NBO) analysis, expressed in e, are listed below: 0.119 -0.448 -0.291 -0.618 0.019 0.247 0.233 0.243 0.243 0.254 0.417 0.434 0.147

=====

The winner here is i), beating the second structure by 0.614 eV.

=====

i) Here is a cluster of 2 separate species, C2H2N2S3 in total from the Open Molecules 2025 dataset. Energies are from ωB97M-V/def2-TZVPD.

```
! wB97M-V def2-TZVPD RIJCOSX def2/J DEFGRID3
* xyz 0 1
C 0.1362 -1.3312 1.4417
C 2.3481 0.1448 2.1023
N 0.1339 -0.8195 0.2244
N 1.1660 -0.4024 -0.4152
S -0.2020 -2.5780 2.4138
S 1.4021 1.2134 2.7762
S 3.2595 -0.8970 1.5008
H -0.7876 -0.4381 -0.0865
H 0.7859 0.1987 -1.0193
*
```

Summary:
* E_HOMO (alpha / beta): -7.8 / -7.6 eV
* lowest unoccupied orbital energy (alpha / beta): -0.9 / -1.0 eV
* Kohn-Sham gap (alpha / beta): 6.91 / 6.58 eV

Atomic charges from the natural (NBO) analysis, expressed in e, are listed below: 0.025 -0.389 -0.328 -0.571 0.134 0.123 0.294 0.408 0.305

=====

ii) Here is the molecule C2H2N2S3 from the Open Molecules 2025 dataset. Energies are from ωB97M-V/def2-TZVPD.

```
! wB97M-V def2-TZVPD RIJCOSX def2/J DEFGRID3
* xyz 0 1
S -0.5442 2.3203 1.5036
C -0.9113 1.1162 0.5182
N -2.1147 0.5138 0.6591
S -2.2848 -0.8908 -0.2406
C -0.6059 -0.7029 -0.8759
S -0.0154 -1.7298 -2.0438
N -0.0333 0.4992 -0.3526
H -2.4044 0.5586 1.6419
H 0.9711 0.4568 -0.1996
*
```

Summary:
* structure (SMILES): S=c1[nH]sc(=S)[nH]1
* E_HOMO: -8.9 eV
* lowest unoccupied orbital energy: -0.5 eV
* Kohn-Sham gap: 8.43 eV

Atomic charges from the natural (NBO) analysis, expressed in e, are listed below: -0.118 0.210 -0.756 0.538 -0.133 -0.033 -0.608 0.446 0.454

=====

The winner here is ii), beating the second structure by 4.197 eV.